{"formula": "C24H24AsCl5F6N3O4S3V", "method": "the ωB97M-V functional and the def2-TZVPD basis", "symbols": ["V", "F", "C", "F", "F", "S", "O", "O", "N", "S", "O", "O", "C", "F", "F", "F", "Cl", "C", "C", "C", "Cl", "C", "Cl", "C", "Cl", "C", "Cl", "C", "H", "H", "H", "C", "C", "C", "C", "N", "C", "S", "N", "C", "H", "H", "H", "H", "H", "H", "H", "H", "C", "As", "C", "C", "C", "C", "C", "C", "C", "C", "H", "H", "H", "H", "H", "H", "H", "H", "H", "H", "H", "H", "H"], "xyz": [[-0.376, 0.416, 0.792], [2.938, -2.005, 0.848], [3.740, -1.028, 1.258], [3.947, -1.157, 2.566], [4.910, -1.139, 0.625], [2.988, 0.622, 0.922], [1.701, 0.541, 1.575], [3.944, 1.561, 1.398], [2.902, 0.701, -0.653], [1.766, 0.129, -1.549], [0.810, -0.745, -0.891], [1.206, 1.116, -2.433], [2.729, -0.978, -2.662], [3.364, -1.918, -1.971], [3.619, -0.273, -3.355], [1.897, -1.575, -3.522], [-2.289, 0.584, 4.127], [-1.764, 2.064, 3.370], [-1.075, 1.984, 2.169], [-0.711, 3.200, 1.632], [0.146, 3.115, 0.084], [-0.969, 4.443, 2.192], [-0.463, 5.906, 1.428], [-1.656, 4.472, 3.403], [-2.007, 5.986, 4.158], [-2.058, 3.274, 3.996], [-2.914, 3.322, 5.498], [-0.662, -1.503, 1.710], [-0.145, -2.295, 1.147], [-1.704, -1.821, 1.849], [-0.204, -1.485, 2.709], [-0.638, 0.411, -4.854], [-1.897, 0.337, -4.062], [-3.120, 0.063, -4.594], [-4.217, -0.016, -3.708], [-4.108, 0.149, -2.414], [-2.889, 0.414, -1.871], [-2.713, 0.561, -0.219], [-1.814, 0.520, -2.725], [-5.589, -0.286, -4.248], [-0.867, 0.443, -5.916], [-0.040, -0.478, -4.644], [-0.045, 1.280, -4.575], [-3.235, -0.097, -5.656], [-0.906, 0.723, -2.314], [-5.565, -1.085, -4.991], [-5.973, 0.610, -4.740], [-6.259, -0.553, -3.435], [-1.960, -4.654, -3.510], [-1.211, -3.090, -2.584], [-2.505, -3.027, -1.123], [0.297, -3.965, -1.631], [-0.023, -5.270, -0.979], [0.153, -6.473, -1.662], [-0.169, -7.686, -1.071], [-0.676, -7.718, 0.220], [-0.850, -6.528, 0.913], [-0.527, -5.315, 0.321], [-2.147, -5.475, -2.817], [-1.280, -4.990, -4.293], [-2.900, -4.353, -3.975], [-3.441, -2.611, -1.499], [-2.131, -2.372, -0.336], [-2.685, -4.023, -0.718], [0.627, -3.225, -0.901], [1.092, -4.080, -2.371], [0.553, -6.455, -2.670], [-0.020, -8.608, -1.620], [-0.926, -8.664, 0.685], [-1.236, -6.538, 1.925], [-0.659, -4.392, 0.874]], "lowdin_spin": [2.8060, 0.0002, 0.0008, 0.0002, 0.0003, 0.0060, 0.0250, 0.0003, 0.0031, 0.0059, 0.0348, 0.0050, -0.0002, 0.0001, -0.0001, 0.0002, 0.0038, 0.0125, 0.0048, 0.0137, 0.0086, -0.0022, -0.0024, 0.0144, 0.0044, -0.0029, -0.0020, -0.0063, 0.0015, 0.0037, 0.0034, 0.0001, 0.0015, 0.0047, 0.0032, 0.0024, 0.0153, 0.0136, 0.0104, 0.0003, 0.0000, 0.0000, 0.0000, 0.0004, 0.0038, 0.0001, 0.0001, 0.0000, 0.0000, 0.0001, 0.0004, 0.0005, 0.0000, 0.0000, 0.0000, 0.0000, 0.0000, -0.0002, 0.0000, 0.0000, 0.0000, 0.0001, 0.0004, 0.0000, 0.0004, 0.0000, 0.0000, 0.0000, 0.0000, 0.0000, -0.0003], "de_lowest_kcal_mol": 0.0, "e_tot_ha": -8668.7720, "spin_multiplicity": 4, "orbital_gap_ev": [6.5, 7.2], "charge": -1, "lumo_ev": [2.17, 2.17]}